Density functional theory data (ωB97M-V/def2-TZVPD) for a structure of composition C51H59N8OPtS6.

Element x y z (Å)
Pt (1.38515, -0.34943, 0.18443)
N (-0.25358, 0.40610, 0.98584)
S (-1.70504, 0.17415, 0.94350)
N (-2.26207, -1.35037, 0.65063)
S (-2.80660, -1.88946, -0.70234)
N (-1.96834, -1.78975, -1.99879)
S (-0.36808, -1.78934, -2.21595)
N (0.47326, -0.75999, -1.56387)
C (-0.37872, -1.53065, -3.96524)
C (0.23211, -0.38579, -4.44834)
C (0.18075, -0.13381, -5.81346)
C (-0.46439, -1.02238, -6.66058)
C (-1.07477, -2.16637, -6.15474)
C (-1.04492, -2.42396, -4.79583)
C (0.22507, -3.44795, -1.97790)
C (-0.06961, -4.10664, -0.79196)
C (0.47430, -5.36070, -0.56086)
C (1.31275, -5.93941, -1.50408)
C (1.62294, -5.25934, -2.67438)
C (1.08428, -4.00485, -2.91889)
C (-4.35915, -1.19589, -1.18251)
C (-5.41244, -1.36196, -0.28787)
C (-6.65444, -0.86009, -0.62944)
C (-6.82887, -0.21350, -1.84930)
C (-5.76727, -0.06612, -2.72932)
C (-4.51184, -0.56194, -2.40448)
C (-3.18664, -3.57264, -0.32458)
C (-3.47564, -4.39810, -1.40460)
C (-3.80935, -5.71802, -1.15334)
C (-3.85522, -6.18725, 0.15456)
C (-3.57207, -5.34253, 1.21994)
C (-3.23442, -4.01706, 0.98923)
C (-2.57853, 1.29189, -0.13002)
C (-1.89503, 1.69729, -1.26814)
C (-2.50918, 2.59091, -2.13277)
C (-3.78140, 3.06803, -1.85008)
C (-4.45012, 2.65838, -0.70176)
C (-3.85077, 1.76736, 0.17232)
C (-2.38904, 0.46739, 2.54861)
C (-3.53347, -0.18276, 2.98836)
C (-4.04057, 0.13246, 4.23969)
C (-3.40699, 1.08557, 5.02619)
C (-2.26250, 1.72730, 4.57009)
C (-1.74110, 1.42146, 3.32310)
H (0.72288, 0.29629, -3.76717)
H (0.64237, 0.75901, -6.21276)
H (-0.49755, -0.82462, -7.72353)
H (-1.57685, -2.85401, -6.82136)
H (-1.52465, -3.30697, -4.39237)
H (-0.71125, -3.65864, -0.04705)
H (0.23467, -5.88888, 0.35257)
H (1.72248, -6.92514, -1.32932)
H (2.27367, -5.71241, -3.41012)
H (1.31675, -3.48535, -3.83847)
H (-5.27592, -1.89505, 0.64506)
H (-7.49045, -0.98593, 0.04482)
H (-7.80529, 0.16710, -2.11790)
H (-5.91354, 0.43184, -3.67820)
H (-3.67569, -0.45642, -3.08089)
H (-3.44782, -4.01852, -2.41821)
H (-4.04060, -6.37960, -1.97671)
H (-4.12093, -7.21861, 0.34385)
H (-3.61888, -5.71396, 2.23460)
H (-3.00239, -3.34838, 1.80652)
H (-0.89044, 1.34473, -1.45434)
H (-1.98068, 2.93470, -3.01192)
H (-4.25083, 3.77842, -2.51801)
H (-5.43346, 3.04873, -0.47684)
H (-4.36126, 1.47005, 1.07822)
H (-4.01686, -0.92590, 2.37126)
H (-4.92869, -0.36707, 4.60187)
H (-3.80826, 1.32877, 6.00080)
H (-1.77786, 2.47135, 5.18752)
H (-0.85102, 1.90723, 2.94531)
C (6.41241, -1.61379, 3.36883)
C (5.05092, -2.15930, 2.95857)
N (4.22445, -1.19240, 2.23148)
C (3.52858, -0.21028, 2.78969)
S (2.54504, 0.86041, 1.81140)
N (3.63390, 0.02332, 4.08778)
C (2.92006, 1.03952, 4.87501)
C (3.79843, 2.24153, 5.17128)
H (6.97745, -2.39054, 3.88241)
H (6.34421, -0.75788, 4.04123)
H (6.98258, -1.30136, 2.49481)
H (4.48344, -2.53314, 3.81595)
H (5.17840, -3.01303, 2.29462)
H (4.11081, -1.29126, 1.23016)
H (4.34960, -0.48444, 4.58832)
H (2.58979, 0.55117, 5.79152)
H (2.03521, 1.32534, 4.31176)
H (4.71217, 1.95142, 5.69068)
H (3.26380, 2.94113, 5.81279)
H (4.07008, 2.76049, 4.25135)
N (3.41914, 4.40537, 0.26696)
C (2.16955, 4.30320, -0.19896)
S (1.56980, 2.84353, -0.81908)
N (1.38502, 5.38741, -0.15665)
C (1.75132, 6.70232, 0.27107)
C (2.85100, 7.34778, -0.28081)
C (3.17131, 8.63108, 0.13991)
C (2.38121, 9.27828, 1.07833)
C (1.26481, 8.63919, 1.59972)
C (0.95258, 7.34748, 1.20579)
H (4.00692, 3.59451, 0.21436)
H (3.76894, 5.25919, 0.67228)
H (0.42287, 5.21469, -0.40304)
H (3.42927, 6.87165, -1.06271)
H (4.02720, 9.13356, -0.28998)
H (2.62674, 10.28322, 1.39258)
H (0.63681, 9.14557, 2.32003)
H (0.08986, 6.84000, 1.61991)
C (5.05684, -1.87888, -2.12955)
S (3.42577, -1.17623, -2.06536)
C (3.80532, 0.54234, -2.34387)
O (3.13547, -1.26138, -0.52638)
H (5.71333, -1.34937, -1.44176)
H (5.41960, -1.78827, -3.15408)
H (4.96763, -2.93193, -1.87088)
H (4.14549, 0.64695, -3.37518)
H (4.56972, 0.86259, -1.63785)
H (2.89255, 1.12059, -2.19502)
C (1.12896, -1.78245, 1.63391)
H (0.14753, -2.18289, 1.40798)
H (1.14039, -1.35674, 2.63000)
H (1.91559, -2.51228, 1.46039)

## Properties
- frontier orbital gap (eV) = 6.79
- E (Eh) = -4999.50770
- multiplicity = 1
- net charge = +3

These are the Mulliken partial charges, in e, on atoms 1 to 99: 2.940, -0.462, 1.980, 0.190, 0.829, 0.006, 1.657, -0.523, -0.100, -0.353, -0.902, -0.711, -0.810, -0.509, 0.411, 0.516, -1.600, -0.874, -0.960, -0.559, 0.622, -0.846, -0.827, -0.689, -0.795, -0.493, 0.451, -0.806, -0.861, -0.639, -0.923, 0.225, 0.696, 0.127, -0.980, -0.800, -1.009, -0.378, 0.095, 0.058, -0.959, -0.661, -0.808, -0.909, 0.406, 0.523, 0.461, 0.479, 0.445, 0.536, 0.596, 0.475, 0.538, 0.594, 0.307, 0.495, 0.461, 0.511, 0.613, 0.338, 0.522, 0.478, 0.519, 0.466, -0.159, 0.622, 0.489, 0.527, 0.550, 0.446, 0.483, 0.436, 0.479, 0.570, -1.014, -0.918, 0.470, 0.103, -0.353, 0.038, -0.323, -1.106, 0.381, 0.308, 0.308, 0.433, 0.428, 0.009, 0.209, 0.385, 0.105, 0.367, 0.391, 0.256, -0.248, -0.031, -0.063, 0.032, 0.115

Density functional theory data (ωB97M-V/def2-TZVPD) for a structure of composition C51H60AsIrN4O2PS2 in a non-equilibrium geometry.

Element x y z (Å)
Ir (0.25776, 0.05550, 0.36925)
C (-4.27578, 0.22054, -3.17526)
C (-3.76284, 1.56602, -2.67590)
N (-3.83176, 1.73230, -1.21741)
C (-5.07667, 2.29890, -0.66423)
C (-6.09658, 1.24167, -0.26250)
C (-2.87880, 1.27882, -0.38556)
S (-1.54679, 0.46403, -1.14550)
N (-3.14089, 1.46619, 0.91257)
C (-2.36866, 1.15783, 1.93208)
O (-1.19530, 0.68049, 1.94457)
C (-2.95400, 1.45125, 3.28291)
C (-4.32310, 1.63975, 3.44624)
C (-4.84197, 1.92701, 4.70137)
C (-3.99557, 2.04011, 5.79701)
C (-2.62834, 1.84824, 5.64053)
C (-2.11247, 1.54755, 4.38922)
H (-4.11548, 0.14895, -4.25255)
H (-5.34185, 0.09849, -2.98310)
H (-3.73915, -0.59820, -2.69450)
H (-4.34522, 2.37539, -3.11396)
H (-2.72780, 1.69494, -2.98317)
H (-5.48757, 2.95598, -1.42911)
H (-4.81358, 2.90056, 0.19878)
H (-6.48490, 0.70663, -1.12976)
H (-6.93993, 1.71143, 0.24732)
H (-5.64019, 0.51722, 0.41382)
H (-4.97257, 1.55686, 2.58223)
H (-5.90801, 2.07135, 4.82245)
H (-4.40069, 2.28046, 6.77155)
H (-1.96702, 1.93974, 6.49276)
H (-1.04922, 1.40257, 4.25531)
C (0.35759, 3.54336, -4.26697)
C (1.52450, 2.96426, -3.78959)
C (1.63734, 2.60791, -2.45150)
C (0.59065, 2.86330, -1.57118)
C (-0.58167, 3.43901, -2.05886)
C (-0.69847, 3.77633, -3.39954)
P (0.68461, 2.39181, 0.19333)
C (-0.06676, 3.81923, 1.00348)
C (-0.76542, 3.64453, 2.19480)
C (-1.38484, 4.72251, 2.81269)
C (-1.29938, 5.98322, 2.24190)
C (-0.57542, 6.17084, 1.06928)
C (0.03757, 5.09469, 0.44550)
C (2.44012, 2.47494, 0.52993)
C (3.12609, 3.59044, 0.91900)
C (4.53247, 3.53480, 1.04575)
C (5.19296, 2.36987, 0.79092)
C (4.48982, 1.18412, 0.44911)
C (5.16203, -0.04384, 0.24002)
C (4.44193, -1.15963, -0.04650)
C (3.02441, -1.11090, -0.11316)
C (2.30733, 0.05183, 0.06301)
C (3.07999, 1.23540, 0.33117)
H (0.27427, 3.82001, -5.31123)
H (2.35764, 2.79697, -4.45990)
H (2.55516, 2.15799, -2.08965)
H (-1.40695, 3.64002, -1.38435)
H (-1.61296, 4.22785, -3.76546)
H (-0.81624, 2.66765, 2.63967)
H (-1.93456, 4.57246, 3.73439)
H (-1.79841, 6.82425, 2.70748)
H (-0.49040, 7.15929, 0.63641)
H (0.59529, 5.24588, -0.47057)
H (2.60384, 4.51817, 1.12232)
H (5.07995, 4.42314, 1.33355)
H (6.27409, 2.32775, 0.86421)
H (6.24161, -0.08120, 0.32808)
H (4.94564, -2.10798, -0.20066)
H (2.50812, -2.03697, -0.29899)
C (0.56225, -0.54441, -5.18511)
C (2.00810, -0.74549, -4.73993)
C (2.17804, -1.96326, -3.85774)
N (1.49697, -1.73968, -2.57595)
C (0.80507, -2.59346, -1.88129)
S (-0.19408, -2.16448, -0.56547)
N (0.79177, -3.92527, -2.24435)
C (1.93739, -4.69108, -2.53430)
O (3.03044, -4.18561, -2.59377)
C (1.69661, -6.15412, -2.69946)
C (2.81739, -6.97633, -2.65883)
C (2.67756, -8.34871, -2.77602)
C (1.41449, -8.90644, -2.93252)
C (0.29437, -8.08759, -2.99018)
C (0.43466, -6.71246, -2.87950)
H (0.47613, 0.30632, -5.85945)
H (-0.09993, -0.35676, -4.33399)
H (0.19740, -1.42836, -5.71594)
H (2.36651, 0.13599, -4.20290)
H (2.65518, -0.87565, -5.60913)
H (3.22514, -2.18902, -3.68010)
H (1.72926, -2.83390, -4.33529)
H (1.48257, -0.78701, -2.21061)
H (0.00815, -4.43517, -1.86246)
H (3.79160, -6.52209, -2.53355)
H (3.55279, -8.98446, -2.74742)
H (1.30258, -9.97987, -3.01841)
H (-0.68841, -8.51807, -3.12643)
H (-0.45092, -6.09407, -2.97869)
C (3.04336, -2.84318, 2.71682)
C (1.55488, -3.05401, 2.44664)
As (0.49598, -1.43016, 2.35977)
C (1.07751, -0.50558, 3.96622)
C (2.08807, 0.58951, 3.62332)
C (-1.26206, -2.16579, 2.74304)
C (-1.59564, -2.21155, 4.23173)
H (3.55902, -3.80427, 2.74588)
H (3.21200, -2.35464, 3.67809)
H (3.51177, -2.23275, 1.95137)
H (1.10253, -3.65426, 3.23952)
H (1.39203, -3.58180, 1.50614)
H (1.50143, -1.24520, 4.64408)
H (0.19626, -0.08133, 4.43828)
H (2.93934, 0.19643, 3.06371)
H (2.46671, 1.06631, 4.52903)
H (1.62411, 1.35345, 2.99667)
H (-1.26196, -3.16453, 2.30549)
H (-1.99825, -1.57696, 2.19917)
H (-0.79106, -2.65513, 4.82181)
H (-2.49180, -2.81249, 4.39269)
H (-1.79196, -1.21340, 4.62394)

## Properties
- frontier orbital gap (eV) = 6.98
- E (Eh) = -5826.66650
- multiplicity = 1
- net charge = +1

These are the Mulliken partial charges, in e, on atoms 1 to 99: 2.302, -1.222, -0.633, 0.462, -0.629, -1.068, 0.055, -0.366, -0.092, -1.595, 0.091, 1.452, -0.508, -0.732, -0.691, -1.174, 0.036, 0.436, 0.349, 0.211, 0.493, 0.172, 0.462, 0.430, 0.348, 0.366, 0.184, 0.406, 0.460, 0.421, 0.458, 0.193, -0.838, -0.693, -0.608, 0.674, -0.367, -0.984, 0.516, 0.272, 0.342, -0.444, -0.924, -0.890, -0.251, 0.233, -0.677, -1.049, -0.971, 1.010, -1.215, -1.381, 0.344, -0.469, 0.440, 0.428, 0.454, 0.567, 0.729, 0.488, -0.472, 0.486, 0.439, 0.451, 0.578, 0.491, 0.396, 0.432, 0.416, 0.427, 0.970, -0.831, -0.650, -0.751, 0.945, 0.347, -0.607, 0.042, 0.253, -0.542, 0.366, -0.437, -0.580, -0.387, -0.766, -0.237, 0.399, -0.012, 0.349, 0.192, 0.429, 0.286, 0.451, -0.823, 0.535, 0.439, 0.406, 0.399, 0.404